29
Properties=species:S:1:pos:R:3:mulliken_charge:R:1 method="wB97M-V/def2-TZVPD" largest_force_ha_per_bohr=0.046 spin_multiplicity=1 total_charge=0 de_lowest_kcal_mol=39.02 lumo_ev=-0.5
H -1.53276 -0.08442 2.36859 0.315
H -2.41219 -2.16274 -1.40504 0.388
H 2.78906 -1.24954 -1.90823 0.365
H 1.68492 -0.02731 -2.51145 0.306
H 2.19477 -2.28567 0.67855 0.372
H -3.79438 1.81339 0.50886 0.318
C -3.08596 1.56165 -0.27622 -1.047
H -2.23824 -0.73050 -2.41131 0.341
H 2.91156 0.92268 2.09552 0.292
H -0.83947 -1.39447 -1.58979 0.228
H 3.52631 1.78407 0.70041 0.324
C 0.00174 2.21745 -0.07057 0.842
Si -2.23188 -0.08356 -0.00196 0.471
C 3.22470 0.80482 1.06242 -1.083
Si 1.80717 0.08590 0.00436 -0.064
H -3.59359 1.62716 -1.23473 0.326
H 4.10317 0.16376 1.05508 0.318
C 2.45621 -0.22429 -1.77220 -1.115
N -0.53182 3.24976 -0.15420 -0.865
C -1.90500 -1.20462 -1.49081 -0.925
H 0.51025 -2.08640 0.25832 0.268
H 1.10312 -1.52152 1.81087 0.235
H -2.30645 2.34753 -0.26719 0.421
H -3.10698 -0.85376 2.21556 0.426
C -2.12380 -0.76335 1.75824 -0.959
H 3.29520 0.42522 -2.00565 0.373
C 1.34883 -1.61046 0.75684 -0.960
N 0.38823 1.01694 0.03511 -0.234
H -1.64272 -1.73772 1.79062 0.323

---

28
Properties=species:S:1:pos:R:3:mulliken_charge:R:1 method="wB97M-V/def2-TZVPD" largest_force_ha_per_bohr=0.023 spin_multiplicity=2 total_charge=0 de_lowest_kcal_mol=0.00 lumo_ev="0.6 / 0.6"
N -0.66927 -0.96454 0.83800 -0.091
C 1.34564 -1.26675 -0.66950 -1.117
C 0.79276 3.19632 0.17508 -1.271
C 1.25443 1.87328 -0.33569 0.606
H -0.55424 -2.29524 -0.78882 0.235
H -0.62238 -1.23594 1.83570 0.521
H 1.91505 -2.05812 -1.16281 0.396
H 2.21039 1.48934 0.00525 0.382
H 2.01824 -0.87619 0.10089 0.443
H 0.60037 3.16223 1.25124 0.315
H 0.42047 -2.77245 0.57891 0.508
O -0.67973 -0.94483 3.61297 -1.350
H -1.65620 -0.90243 0.52914 0.498
H -0.40123 1.45718 -1.59429 0.341
C 1.14524 -0.42916 -2.98416 -0.951
H -3.47356 0.02687 -0.79439 0.310
H -0.13786 3.51656 -0.28828 0.349
H -4.06392 -0.62835 0.49284 0.445
H -1.20068 -0.26899 4.07951 0.524
H -0.42234 -1.62212 4.27942 0.412
C 1.01664 -0.19271 -1.68169 0.833
O -3.24805 -0.32306 0.08156 -1.003
H 1.56484 3.94928 0.01253 0.355
C 0.54162 1.12177 -1.18175 -1.437
H -0.23522 -0.04566 0.75137 0.023
H 1.49955 -1.36983 -3.38703 0.303
C 0.12040 -1.91747 -0.02252 -0.884
H 0.91904 0.32099 -3.73347 0.306

---

28
Properties=species:S:1:pos:R:3:mulliken_charge:R:1 method="wB97M-V/def2-TZVPD" largest_force_ha_per_bohr=0.005 spin_multiplicity=1 total_charge=+1 de_lowest_kcal_mol=0.27 lumo_ev=-2.9
H -0.49091 -1.61958 1.38943 0.458
O 0.08839 -1.13496 -2.54212 -0.542
H -2.13488 2.52205 2.82044 0.261
H 0.14555 2.27024 1.99789 0.030
H -1.30120 3.75355 3.74983 0.376
H 1.60016 -0.57365 -5.17706 0.341
H -1.69446 1.15457 0.55180 0.174
O 0.32911 0.86059 3.49624 -0.379
H 1.50147 -3.22378 -2.45560 0.279
C 0.68215 -1.55562 -3.52166 0.740
H -0.03300 0.02566 -4.77682 0.289
H -1.61650 2.18347 4.47541 0.328
C 1.51763 -2.80003 -3.45585 -1.072
H 2.54366 -2.57188 -3.74997 0.341
H 0.84113 2.79064 3.51518 0.304
C -1.33342 2.68311 3.54592 -1.112
P -0.59986 0.38030 0.17612 0.076
H 1.14265 -3.53117 -4.17405 0.338
C 0.59905 -0.85516 -4.84551 -1.087
H 0.36935 1.28562 -0.23816 0.196
H 0.20219 -1.53898 -5.59781 0.338
C 0.03724 2.19216 3.09232 0.091
H 1.02225 -0.71755 1.50861 0.425
C -0.48677 -0.14065 2.97395 -0.544
H -0.37999 -0.99713 3.63929 0.330
H -1.54557 0.15168 2.98156 0.369
C -0.06608 -0.62642 1.56663 -0.597
H -0.93932 -0.36707 -0.94600 0.247

---

26
Properties=species:S:1:pos:R:3:mulliken_charge:R:1 method="wB97M-V/def2-TZVPD" largest_force_ha_per_bohr=0.066 spin_multiplicity=3 total_charge=+1 lumo_ev="-2.6 / -9.4"
H -0.23374 1.37437 2.69391 0.471
H 1.96012 -1.78968 -2.55799 0.340
H -2.53615 0.49817 -0.95859 0.398
C 1.42428 -0.67458 -0.56117 0.928
H 2.44956 1.07280 -1.64983 0.431
H 1.23523 0.99932 1.72666 0.296
C 0.22367 1.56082 1.72719 -1.149
H -1.30137 2.15390 -0.92889 0.301
H -2.41573 -1.18249 1.31403 0.511
C 1.51984 0.57776 -1.41160 -1.327
H 1.02106 -2.62737 -1.32918 0.381
H 2.92167 -2.34083 -1.14237 0.311
C 0.00016 -1.01259 -0.13880 -1.554
P -0.92160 0.41506 0.67468 0.540
C 1.89538 -1.92613 -1.47655 -1.166
H -0.57103 -1.14511 -1.00834 0.601
H -2.87718 0.21563 2.08645 0.436
H -0.02711 2.57315 1.27138 0.400
H 2.17134 -0.79813 0.20047 0.336
H 0.95263 1.51279 -0.99557 0.124
C -2.01110 -0.36713 1.84616 -1.463
H -0.04770 -1.75807 0.55216 0.643
H 1.22753 0.44851 -2.43971 0.415
H -1.43934 -0.86983 2.70932 0.367
H -2.66389 1.74084 0.22208 0.484
C -1.95653 1.34885 -0.42591 -1.055

---

28
Properties=species:S:1:pos:R:3:mulliken_charge:R:1 method="wB97M-V/def2-TZVPD" largest_force_ha_per_bohr=0.014 spin_multiplicity=1 total_charge=0 de_lowest_kcal_mol=0.00 lumo_ev="-1.5 / 0.0"
H 1.50454 1.27195 0.01572 0.336
H -1.81940 1.12346 -2.42620 0.045
C -0.34003 -0.95932 0.15980 1.508
C 1.93880 -1.21418 -0.96985 -1.672
P -1.98060 0.01219 0.01520 0.355
C -0.67778 -2.43554 -0.04577 -1.847
H -0.04339 1.60075 -0.76858 0.225
H 1.41342 1.37817 -1.74030 0.442
C 0.61101 -0.45645 -0.94048 0.259
C 0.88673 1.04186 -0.84893 -1.385
H 1.78689 -2.27955 -1.11709 0.395
H 2.54822 -0.84759 -1.79444 0.431
H -0.59898 -1.03895 2.28929 0.466
H -1.43536 -2.75645 0.66991 0.475
C -1.38987 2.94069 1.45755 -0.998
H -0.42347 3.19466 1.07671 0.340
H 1.06470 -1.32017 1.76853 0.412
H -1.47731 2.46215 2.40831 0.336
P -2.43016 -0.09128 -2.12250 -0.132
H -2.25557 3.38912 1.01822 0.353
C 0.16806 -0.73225 1.57866 -1.885
H -1.05650 -2.60659 -1.05455 0.400
H -3.67426 0.50241 -1.93355 0.092
H 0.10327 -0.64734 -1.90105 0.256
S -3.40600 -0.90922 0.99770 -0.330
H 0.39205 0.31758 1.75283 0.352
H 2.49051 -1.06195 -0.04608 0.351
H 0.20560 -3.05300 0.10864 0.420

---

30
Properties=species:S:1:pos:R:3:mulliken_charge:R:1 method="wB97M-V/def2-TZVPD" largest_force_ha_per_bohr=0.053 spin_multiplicity=3 total_charge=+1 lumo_ev="-2.5 / -8.5"
H 0.86875 -0.69193 1.28112 0.366
H -4.32578 0.93984 -0.95634 0.309
C -2.96779 -2.20599 -0.21125 -0.675
O -1.85028 -1.32762 -0.21226 -0.421
H -3.70826 -1.89848 -0.95002 0.328
H -3.42376 -2.23753 0.77915 0.349
H -4.27078 2.03152 0.44662 0.241
H 4.49159 -0.75800 0.75475 0.424
N 0.10699 1.87085 0.61319 -0.488
C 0.09303 0.62412 -0.21754 -0.532
H 3.13217 -1.48114 1.60802 0.423
C 2.57317 0.06500 0.19243 0.721
C 1.10377 -0.38937 0.25824 -0.901
H 2.72880 0.90311 0.88491 0.300
C 2.97497 0.50230 -1.21512 -1.464
H -2.58967 -3.19610 -0.46415 0.262
H 0.98475 -1.27434 -0.36573 0.390
H -4.37651 0.26962 0.69349 0.344
H 2.51919 1.44726 -1.50633 0.349
H 0.90752 2.47444 0.38181 0.531
H 0.16487 1.60841 1.60495 0.656
H 3.43990 -1.89457 -0.07982 0.377
H -0.78211 2.36424 0.45136 0.318
O -2.53605 1.03985 0.07805 0.282
C -3.96323 1.05811 0.06570 -0.742
H 2.69207 -0.25737 -1.94041 0.339
H 4.05338 0.63025 -1.26775 0.457
C 3.46288 -1.08943 0.64873 -1.564
H 0.24988 0.90288 -1.25551 0.136
B -1.75345 -0.02992 -0.10026 -0.118

---

What did the first record say?
29
Properties=species:S:1:pos:R:3:mulliken_charge:R:1 method="wB97M-V/def2-TZVPD" largest_force_ha_per_bohr=0.046 spin_multiplicity=1 total_charge=0 de_lowest_kcal_mol=39.02 lumo_ev=-0.5
H -1.53276 -0.08442 2.36859 0.315
H -2.41219 -2.16274 -1.40504 0.388
H 2.78906 -1.24954 -1.90823 0.365
H 1.68492 -0.02731 -2.51145 0.306
H 2.19477 -2.28567 0.67855 0.372
H -3.79438 1.81339 0.50886 0.318
C -3.08596 1.56165 -0.27622 -1.047
H -2.23824 -0.73050 -2.41131 0.341
H 2.91156 0.92268 2.09552 0.292
H -0.83947 -1.39447 -1.58979 0.228
H 3.52631 1.78407 0.70041 0.324
C 0.00174 2.21745 -0.07057 0.842
Si -2.23188 -0.08356 -0.00196 0.471
C 3.22470 0.80482 1.06242 -1.083
Si 1.80717 0.08590 0.00436 -0.064
H -3.59359 1.62716 -1.23473 0.326
H 4.10317 0.16376 1.05508 0.318
C 2.45621 -0.22429 -1.77220 -1.115
N -0.53182 3.24976 -0.15420 -0.865
C -1.90500 -1.20462 -1.49081 -0.925
H 0.51025 -2.08640 0.25832 0.268
H 1.10312 -1.52152 1.81087 0.235
H -2.30645 2.34753 -0.26719 0.421
H -3.10698 -0.85376 2.21556 0.426
C -2.12380 -0.76335 1.75824 -0.959
H 3.29520 0.42522 -2.00565 0.373
C 1.34883 -1.61046 0.75684 -0.960
N 0.38823 1.01694 0.03511 -0.234
H -1.64272 -1.73772 1.79062 0.323